Below is an isolated ion of composition C4H11N2 and charge +1, with properties calculated with ωB97M-V/def2-TZVPD.

```
17
Properties=species:S:1:pos:R:3
C -0.1426 -2.0337 -0.9859
C 1.1403 -1.2519 -0.9552
C 1.2237 -0.2605 0.1777
N 0.1763 0.7873 0.0110
C -0.5504 1.2623 0.9943
N -1.7791 1.7064 0.8271
H -1.0273 -1.5561 -0.5470
H -0.4472 -2.4346 -1.9455
H -0.1053 -2.8972 -0.3204
H 1.3503 -0.7112 -1.8749
H 2.0182 -1.8995 -0.8640
H 2.1802 0.2321 0.3394
H 1.0910 -0.7180 1.1598
H -0.4023 0.6247 -0.8077
H -0.1576 1.1803 2.0028
H -2.2425 2.1634 1.5999
H -2.2180 1.8426 -0.0734
```

Calculated values
**LUMO**: -3.841 eV
**SMILES**: CCC/[NH+]=C/N
**Net charge**: +1
**Orbital gap**: 11.5 eV
**HOMO**: -15.31 eV
**Energy above the lowest of the compared OMol25 structures with the same formula, charge and spin**: 17.3 kcal per mole

---

Below is a 5-piece molecular cluster, C2H13NO5 overall, with properties calculated with ωB97M-V/def2-TZVPD.

```
21
Properties=species:S:1:pos:R:3
C 0.3541 0.2440 2.9077
C 1.3714 -0.4898 2.1419
N 2.6599 -0.2417 2.6242
O 1.2526 -1.1817 1.1597
H -0.6494 0.3071 2.4667
H 0.5434 1.2975 3.1893
H 0.1855 -0.3110 3.8577
H 3.3913 -0.8923 2.3996
H 2.9040 0.3766 3.3804
O -2.4166 0.6344 -2.7232
H -3.2085 0.9042 -3.1994
H -2.4935 1.1251 -1.8823
O 2.2661 0.2798 -5.0477
H 2.7600 0.7692 -4.3832
H 2.4981 -0.6416 -4.8994
O -0.8098 -0.4203 -0.5087
H 0.0954 -0.7035 -0.3046
H -0.9667 -0.6846 -1.4242
O -3.3659 0.1835 -0.1101
H -2.4424 -0.0644 0.0765
H -3.9292 -0.4905 0.2791
```

Calculated values
**LUMO**: 0.624 eV
**SMILES**: CC(N)=O.O.O.O.O
**Orbital gap**: 11.0 eV
**HOMO**: -10.42 eV
**Energy above the lowest of the compared OMol25 structures with the same formula, charge and spin**: 17.8 kcal per mole

---

Below is a 4-piece molecular cluster, C4H14NO6 overall, with properties calculated with ωB97M-V/def2-TZVPD.

```
25
Properties=species:S:1:pos:R:3
C -0.8489 0.1488 1.5556
C -1.2244 1.5334 0.7623
C -1.8872 0.9988 -0.5463
O -1.2516 1.0577 -1.7780
N 0.0360 -0.7801 0.7226
C 1.1402 -0.3188 0.0214
O 1.1894 -0.5656 -1.2337
O 2.0384 0.2609 0.6652
H -1.6450 -0.4533 1.9981
H -0.3658 0.7088 2.4237
H -0.2037 2.1365 0.7752
H -1.8470 2.2891 1.2749
H -2.1463 -0.0362 -0.2861
H -2.8238 1.4658 -0.8978
H -0.4133 0.5426 -2.0734
H -0.5693 -1.4454 0.1853
H 2.2108 -1.1731 1.7601
H 1.1976 -2.4799 1.8516
O 2.0756 -2.1582 2.0605
H 1.1852 1.8726 -2.0921
H 2.3288 2.0466 -1.0970
O 1.9608 2.4156 -1.8576
H 0.5067 -2.1083 -1.2023
H -0.3962 -3.1311 -1.9354
O -0.2469 -2.8272 -1.0567
```

Calculated values
**LUMO (alpha / beta)**: 0.312 / -4.767 eV
**Multiplicity**: 2
**Orbital gap (alpha / beta)**: 11.3 / 6.0 eV
**⟨S²⟩**: 0.7631
**HOMO (alpha / beta)**: -11.01 / -10.81 eV
**Energy above the lowest of the compared OMol25 structures with the same formula, charge and spin**: 15.5 kcal per mole

---

Below is a 2-piece molecular cluster, C5H14N2O2 overall, with properties calculated with ωB97M-V/def2-TZVPD.

```
23
Properties=species:S:1:pos:R:3
C -0.1562 -0.0348 0.6086
C 0.3387 1.3808 0.3646
C -1.3008 -0.3825 -0.3963
C 0.9573 -1.0819 0.6018
C -0.8722 -0.6225 -1.8329
N -0.7772 0.1416 1.9268
N 1.4536 1.8096 0.9728
O 1.5465 1.2000 -1.2394
O -2.0478 -1.4916 0.1133
H 1.7882 1.2122 -2.1742
H -1.5878 -2.3031 -0.1300
H -0.4581 2.1098 0.2200
H -2.0105 0.4497 -0.3625
H -1.7441 -0.1554 1.9895
H -0.3089 -0.3494 2.6794
H 1.5629 2.8163 0.9568
H 2.2314 1.3695 0.4052
H 1.6531 -0.8909 1.4195
H 1.5074 -1.0573 -0.3352
H 0.5323 -2.0708 0.7805
H -0.2162 -1.4925 -1.9051
H -0.3342 0.2397 -2.2184
H -1.7575 -0.7964 -2.4450
```

Calculated values
**LUMO**: 0.838 eV
**Orbital gap**: 9.8 eV
**HOMO**: -8.98 eV
**Energy above the lowest of the compared OMol25 structures with the same formula, charge and spin**: 76.5 kcal per mole

---

Below is a 2-piece molecular cluster, C3H6N2O3S overall, with properties calculated with ωB97M-V/def2-TZVPD.

```
15
Properties=species:S:1:pos:R:3
C -0.3097 0.9837 0.5428
C 1.5713 1.2958 -0.3549
C 1.0579 0.6105 0.9248
N 0.1634 1.7506 -0.5410
N -2.0276 -1.6735 0.1925
O -1.4116 0.7875 0.9643
O -0.2756 -1.2085 -1.7655
O 0.1759 -3.0401 -0.1284
S -0.3866 -1.6761 -0.3594
H 2.4741 2.0789 -0.1434
H 2.0044 0.4793 -1.0648
H 1.6063 0.6490 1.8947
H -0.1273 2.3731 -1.2354
H -2.2732 -2.6051 0.4509
H -2.2416 -0.8050 0.6229
```

Calculated values
**LUMO (alpha / beta)**: -2.031 / -1.306 eV
**Orbital gap (alpha / beta)**: 7.6 / 8.3 eV
**HOMO (alpha / beta)**: -9.68 / -9.58 eV
**Energy above the lowest of the compared OMol25 structures with the same formula, charge and spin**: 102.2 kcal per mole

---

Below is one molecule with the formula C20H29N5OS, with properties calculated with ωB97M-V/def2-TZVPD.

```
56
Properties=species:S:1:pos:R:3
C -4.5118 -3.3519 -0.6554
C -3.4775 -2.2449 -0.4237
N -3.9443 -1.0242 0.2007
C -4.2719 -1.1046 1.6148
C -5.7185 -1.4480 1.9881
C -4.8464 -0.2270 -0.6102
C -4.6833 1.2573 -0.2709
N -3.2752 1.5568 -0.2952
C -2.7771 2.7966 -0.3804
S -3.7355 4.1407 -0.4951
N -1.4208 2.9615 -0.3574
C -0.4003 2.0196 -0.4338
C -0.5360 0.8169 -1.1501
C 0.4963 -0.0859 -1.2135
C 1.7158 0.1822 -0.5798
N 2.7341 -0.7243 -0.6522
C 3.8582 -0.4504 -0.0913
N 4.1128 0.7052 0.5943
C 3.1445 1.7039 0.7375
O 3.3836 2.7244 1.3545
C 1.8686 1.4013 0.1010
C 0.8155 2.3086 0.1684
C 5.4109 0.9662 1.1908
C 6.5088 1.1808 0.1494
C 7.1069 -0.1213 -0.3750
C 6.0994 -0.9962 -1.1149
C 4.9433 -1.4737 -0.2271
H -4.8503 -3.7741 0.2870
H -4.0629 -4.1496 -1.2420
H -5.3712 -2.9669 -1.1993
H -2.6648 -2.6374 0.1951
H -3.0452 -1.9626 -1.3897
H -3.6031 -1.8482 2.0542
H -4.0258 -0.1378 2.0700
H -6.3952 -0.6418 1.7158
H -6.0522 -2.3601 1.5022
H -5.7803 -1.5893 3.0643
H -4.5645 -0.3747 -1.6556
H -5.9029 -0.5078 -0.5039
H -5.1933 1.8836 -1.0068
H -5.1104 1.4848 0.7136
H -2.6928 0.7819 -0.0001
H -1.1342 3.9207 -0.2117
H -1.4467 0.6190 -1.6931
H 0.3956 -1.0074 -1.7641
H 0.9693 3.2368 0.6987
H 5.6764 0.1491 1.8672
H 5.2796 1.8788 1.7789
H 7.3036 1.7700 0.6103
H 6.1016 1.7655 -0.6782
H 7.9296 0.1177 -1.0523
H 7.5254 -0.6853 0.4628
H 6.6216 -1.8740 -1.5002
H 5.6921 -0.4535 -1.9703
H 4.4752 -2.3472 -0.6815
H 5.3257 -1.7601 0.7549
```

Calculated values
**LUMO**: 0.437 eV
**SMILES**: CCN(CC)CCNC(=S)Nc1ccc2nc3n(c(=O)c2c1)CCCCC3
**Orbital gap**: 8.2 eV
**HOMO**: -7.80 eV
**Energy above the lowest of the compared OMol25 structures with the same formula, charge and spin**: 0.0 kcal per mole

---

What E_tot values result from the calculations? In sequence: -7300.197 -14012.997 -18146.119 -12485.011 -23161.537 -41545.769 eV.
What M values result from the calculations? In sequence: 87.1 131.1 172.2 134.2 150.2 387.6 Da.
What largest force on an atom values result from the calculations? In sequence: 0.03181 0.05887 0.07247 0.01783 0.07097 0.01624 hartree/bohr.